Below is an isolated ion of composition C8H16FN2O and charge +1, with properties calculated with ωB97M-V/def2-TZVPD.

Summary:
Charge: +1
LUMO: -3.47 eV
Spin multiplicity: 1
Calculated total energy: -16292.59657 eV
SMILES string: C=C(OC[C@H](C)NC=[NH2+])[C@H](C)F
E_HOMO: -12.638 eV

Each line ends with the natural charge from an NBO analysis.
Geometry (Å):
C (-0.8363, -1.4262, 2.4657)  -0.469
C (-0.2056, -0.6101, 1.6514)  0.288
O (-0.7908, 0.1074, 0.5871)  -0.547
C (-1.5379, -0.7077, -0.3228)  -0.091
C (-1.0798, -0.4040, -1.7793)  -0.084
C (-0.8253, -1.7500, -2.5334)  -0.617
N (0.0423, 0.5125, -1.8260)  -0.486
C (0.0894, 1.8202, -1.5633)  0.435
N (1.1935, 2.5872, -1.6122)  -0.730
C (1.2781, -0.1044, 1.7511)  0.170
C (1.4974, 0.9615, 2.8597)  -0.669
F (1.6404, 0.3640, 0.4750)  -0.392
H (-1.8433, -1.7143, 2.2512)  0.226
H (-0.2779, -1.8343, 3.2780)  0.229
H (-2.6399, -0.5980, -0.2032)  0.209
H (-1.3497, -1.8629, -0.2303)  0.202
H (-1.9719, 0.0231, -2.3997)  0.226
H (0.0833, -2.3434, -2.1677)  0.227
H (-0.8150, -1.5870, -3.6148)  0.236
H (-1.7423, -2.3288, -2.3314)  0.237
H (0.9994, 0.0977, -1.7797)  0.421
H (-0.8311, 2.3302, -1.6988)  0.213
H (1.1087, 3.5765, -1.3911)  0.434
H (2.0658, 2.1297, -1.1990)  0.432
H (1.7987, -1.0146, 1.9177)  0.189
H (2.5732, 1.0056, 3.1084)  0.230
H (1.1382, 0.8514, 3.9184)  0.260
H (1.2384, 1.9187, 2.3891)  0.221